[1]
133
Properties=species:S:1:pos:R:3:forces:R:3 method="wB97M-V/def2-TZVPD" spin_multiplicity=1 molar_mass_g_mol=884.0 gap_ev=6.071 total_charge=-1
C 1.02256 -0.99175 3.08601 0.37 0.05 0.53
C -0.06930 -2.05690 3.59028 1.24 -0.18 -0.79
C -1.19301 -2.44981 2.50829 0.05 -0.57 -0.36
C -1.33208 -1.44132 1.27173 0.73 -0.02 0.12
O -0.26681 -1.74345 0.31411 -2.88 0.99 2.37
P -0.57572 -0.73215 -1.07934 2.59 0.21 0.52
C -0.43390 -2.38599 -2.05681 -0.13 -1.70 -0.24
C 1.08810 -2.78329 -2.44758 -0.05 -0.74 -0.39
C 1.38761 -2.73012 -4.02531 0.43 -0.09 -0.60
C 2.77755 -3.47486 -4.43888 -0.19 1.61 0.87
N 2.81874 -3.80142 -5.90414 2.56 -0.35 0.39
C 4.07830 -4.43233 -6.30673 0.97 -1.18 -3.24
N 4.26765 -4.87197 -7.55701 -0.99 1.36 3.00
N 5.25491 -4.64035 -5.37087 -1.05 -0.34 -0.64
P -0.76043 0.22523 -3.05018 -1.73 0.72 -2.99
O -1.82212 1.57970 -2.94747 1.87 0.01 1.01
O 0.75815 0.78347 -3.65255 -0.45 -0.02 0.08
O -2.31909 -0.78421 -0.83714 -0.90 -1.31 1.85
C -2.72768 -1.33048 0.46213 0.40 2.00 -2.25
N -3.45001 -2.58029 0.03584 -2.82 -0.66 1.10
C -4.56633 -2.27449 -0.90277 -2.35 3.32 -0.76
O -5.23366 -1.22801 -0.91734 2.84 -4.56 -0.07
F -4.93356 -3.30975 -1.83857 1.47 1.95 2.57
C -4.14272 -3.24516 1.19141 1.76 -4.92 -0.47
O -3.90658 -4.47006 1.33616 -2.06 5.83 0.50
F -5.00632 -2.48659 2.02706 2.01 -1.54 -1.84
O -0.57963 -1.58879 4.86737 -0.57 0.64 -1.01
C -1.57469 -0.54881 4.71692 -1.30 0.15 0.98
C -1.74185 0.24715 6.10063 -0.17 1.77 3.23
C -2.68928 -0.29338 7.22675 0.93 2.44 0.81
C -2.92989 0.45485 8.57580 2.77 2.03 -2.77
C -2.18598 1.81134 8.81729 0.78 -1.57 -2.93
C -1.20474 2.35723 7.74720 -1.43 -3.01 -1.13
C -0.98533 1.57178 6.38998 -2.13 -1.54 2.30
H 1.77188 -0.85884 3.96226 -1.24 -0.24 -1.41
H 1.61324 -1.35783 2.16449 -1.24 0.69 1.37
H 0.55188 0.05134 2.90080 0.83 -1.82 0.05
H 0.51593 -3.03092 3.82134 -1.09 1.65 -0.11
H -2.17837 -2.66026 3.06137 1.33 0.48 -0.80
H -0.87151 -3.46874 2.05638 -0.59 1.74 0.62
H -1.14404 -0.33187 1.55792 -0.66 -1.70 0.01
H 0.85566 -0.45429 -1.04926 0.01 -0.38 -0.69
H -0.68155 0.52574 -0.37361 0.01 0.08 0.48
H -0.80168 -3.20692 -1.32546 0.50 1.40 -1.31
H -1.13572 -2.42105 -2.96488 1.23 0.07 1.18
H 1.24019 -3.87933 -2.09748 -0.14 1.67 -0.67
H 1.88202 -2.16778 -1.89081 -1.34 -0.69 -0.76
H 0.51970 -3.18439 -4.63040 1.25 0.51 1.01
H 1.49367 -1.63575 -4.39556 -0.31 -1.74 0.75
H 2.97429 -4.41469 -3.81302 -0.35 1.39 -1.04
H 3.60272 -2.68370 -4.23476 -1.09 -1.54 0.10
H 2.70126 -2.94367 -6.47654 -0.12 -0.94 0.40
H 5.21830 -5.28108 -7.63172 -0.78 0.44 0.16
H 6.05921 -4.27597 -5.91559 -0.64 -0.15 0.62
H 5.39230 -5.67415 -5.40372 -0.12 1.05 0.33
H -1.56264 2.17749 -2.20204 -0.37 -0.66 -0.65
H 0.79087 0.59840 -4.62451 -0.41 0.21 1.41
H -3.53763 -0.63961 0.92061 1.66 -0.82 -0.41
H -1.38712 0.16426 3.83860 0.00 -0.90 1.40
H -2.58987 -1.06234 4.51632 1.37 0.90 0.25
H -3.28276 -1.27294 7.08246 1.20 1.75 0.06
H -3.61349 0.08608 9.41125 1.03 0.35 -1.57
H -2.35660 2.41745 9.78466 0.31 -1.19 -1.78
H -0.62530 3.34929 7.86961 -1.14 -1.88 -0.06
H -0.25913 1.95691 5.58289 -1.30 -0.49 1.57
C -3.57472 -4.73147 -7.41125 -0.18 -0.26 -0.01
C -2.36587 -4.44313 -6.52576 -0.10 0.39 -0.26
C -2.52198 -3.16896 -5.66934 0.34 -0.03 0.09
O -2.32641 -1.95432 -6.38891 -0.40 -0.32 0.12
C -3.47032 -1.49838 -7.08902 0.38 0.18 -0.05
N -1.16246 -4.38605 -7.36654 0.05 0.14 0.19
H -3.63179 -4.06584 -8.27452 0.07 0.03 0.09
H -3.52612 -5.75377 -7.79827 0.07 0.11 0.02
H -4.50600 -4.63686 -6.84507 0.05 0.04 -0.03
H -2.26196 -5.28878 -5.83686 0.07 0.12 0.05
H -1.74147 -3.18285 -4.90189 -0.04 0.10 -0.12
H -3.47974 -3.15572 -5.13504 -0.08 0.03 -0.11
H -4.39739 -1.71770 -6.55143 0.02 -0.08 -0.01
H -3.49817 -1.93332 -8.09051 -0.24 -0.04 -0.05
H -3.38580 -0.41521 -7.20329 0.05 -0.06 0.11
H -0.34727 -4.28391 -6.76378 0.01 -0.15 -0.09
H -1.19419 -3.50375 -7.87901 -0.04 -0.17 0.04
C -5.56968 2.94767 4.26314 -0.16 -0.20 -0.15
C -5.21628 2.85851 5.74506 0.19 0.44 -0.24
C -5.89448 3.94614 6.60449 0.20 -0.21 0.25
O -5.29013 5.23357 6.50495 -0.47 -0.15 -0.07
C -5.71690 5.99769 5.38980 0.34 0.12 0.14
N -3.75598 2.88844 5.88917 -0.48 0.27 0.15
H -5.06148 3.77142 3.75851 0.01 -0.02 0.10
H -5.27747 2.02816 3.74782 0.03 0.11 0.09
H -6.64750 3.07534 4.12438 0.05 0.02 -0.01
H -5.57535 1.88742 6.10421 0.04 0.08 0.12
H -5.79086 3.65574 7.65574 0.10 0.09 -0.06
H -6.97164 4.00546 6.40471 0.00 0.08 -0.16
H -6.77062 5.82618 5.15145 0.03 -0.09 -0.03
H -5.09021 5.78185 4.52257 -0.18 0.01 -0.17
H -5.58631 7.05434 5.63516 -0.01 -0.09 0.08
H -3.52153 2.73798 6.86873 0.08 -0.21 -0.16
H -3.45482 3.84845 5.71483 -0.02 -0.17 -0.08
C 6.97779 1.02164 -6.72772 -0.10 0.28 -0.06
C 6.22019 -0.21087 -6.24282 0.44 -0.05 -0.02
C 6.77297 -0.79353 -4.92530 -0.34 -0.24 -0.04
O 7.97174 -1.55070 -5.07772 -0.09 0.38 0.20
C 9.15698 -0.77392 -5.10870 0.04 -0.37 -0.13
N 6.20878 -1.21539 -7.31389 0.02 -0.19 0.26
H 7.95133 0.77534 -7.15581 -0.05 -0.08 0.05
H 6.40683 1.53549 -7.50647 0.05 -0.12 0.06
H 7.13406 1.73164 -5.91035 0.01 -0.06 -0.04
H 5.18676 0.09998 -6.05418 0.04 -0.12 0.07
H 6.03116 -1.49747 -4.53236 0.12 -0.05 -0.06
H 6.89733 -0.01701 -4.16096 0.12 0.07 -0.08
H 9.09570 0.09793 -4.45104 -0.07 0.03 -0.06
H 9.37871 -0.46453 -6.13190 0.09 0.22 0.04
H 9.98230 -1.40439 -4.76961 -0.12 -0.02 0.03
H 5.62641 -1.99880 -7.02114 -0.11 0.10 -0.17
H 7.14595 -1.61759 -7.36090 -0.12 0.14 -0.08
C 2.99489 6.99753 5.21235 0.12 0.28 0.02
C 1.54908 6.51200 5.16698 0.29 -0.34 -0.04
C 1.18178 5.56711 6.33025 -0.32 -0.05 -0.19
O 1.66708 4.23605 6.17924 0.00 0.42 0.34
C 3.01194 4.05391 6.59050 -0.07 -0.35 -0.22
N 1.29744 5.88670 3.86234 -0.18 -0.13 0.26
H 3.70679 6.22671 4.91203 -0.11 -0.02 0.02
H 3.13245 7.84254 4.53153 -0.06 -0.14 0.02
H 3.26265 7.33657 6.21749 0.00 -0.05 -0.04
H 0.90898 7.39732 5.25106 -0.07 -0.12 0.04
H 0.08997 5.47822 6.35795 0.07 -0.09 -0.07
H 1.48279 5.98355 7.29951 0.17 -0.01 -0.01
H 3.26720 4.67602 7.45332 -0.02 0.08 -0.06
H 3.69081 4.25654 5.76018 0.16 0.10 0.12
H 3.13953 3.00590 6.87078 -0.12 0.07 -0.01
H 0.30975 5.64552 3.80102 0.07 0.11 -0.10
H 1.76615 4.97983 3.86619 0.00 0.19 -0.08


[2]
130
Properties=species:S:1:pos:R:3:forces:R:3 method="wB97M-V/def2-TZVPD" smiles="CCOC(C)=O.CCOC(C)=O.CCOC(C)=O.CCOC(C)=O.CCOC(C)=O.CN(C)C=O.CN(C)C=O.CN(C)C=O.CN(C)C=O.CN(C)C=O" spin_multiplicity=1 molar_mass_g_mol=806.0 gap_ev=9.495
C 4.77318 -1.60064 4.88499 -0.07 0.20 -0.74
C 5.57547 -0.35083 5.36255 -3.19 -1.86 0.85
O 6.47831 -0.22539 4.35786 3.22 0.59 -1.36
C 7.58997 0.48634 4.60026 1.96 1.49 0.40
C 8.45325 0.71425 3.30842 -1.91 -0.78 0.76
O 7.91175 0.99164 5.67559 -1.12 -1.28 -1.77
H 3.89321 -1.92436 5.44080 0.28 0.22 0.35
H 5.48034 -2.41967 4.75378 0.13 -0.18 0.74
H 4.46283 -1.51513 3.84361 -0.33 0.66 -0.03
H 5.02331 0.58895 5.35639 -0.44 -0.20 0.63
H 5.93488 -0.64000 6.35012 0.63 0.68 -0.06
H 8.63871 1.78797 3.28004 0.58 -0.31 -0.07
H 7.83571 0.42197 2.45911 -0.05 0.23 -0.09
H 9.29786 0.02655 3.26567 0.30 0.54 0.40
C -1.83965 -0.73098 -12.94552 0.73 -0.96 -0.62
C -2.39077 0.22774 -11.94176 -1.25 0.30 -1.49
O -1.38584 0.64031 -11.11913 2.63 -0.45 1.76
C -1.48583 1.76158 -10.43804 -1.90 2.77 1.21
C -0.29400 1.91516 -9.46569 -0.44 -0.40 -0.75
O -2.46400 2.52996 -10.51017 2.40 -1.84 0.03
H -1.02489 -0.21493 -13.45343 -0.33 0.13 -0.59
H -2.61403 -1.10771 -13.61373 0.00 0.55 -0.30
H -1.33613 -1.65176 -12.65101 -0.22 0.00 1.04
H -2.61037 1.13204 -12.50932 -1.17 -0.15 -0.07
H -3.22806 -0.14101 -11.34926 -0.18 0.10 -0.18
H 0.10570 0.90271 -9.40865 0.21 0.18 0.51
H -0.59385 2.32665 -8.50191 -0.27 -0.27 -0.14
H 0.50551 2.56513 -9.82127 -0.22 0.03 -0.41
C -5.11418 -10.56149 -4.94274 -0.14 -0.31 0.43
C -6.09100 -9.76025 -5.77397 1.63 -0.41 -0.58
O -5.51259 -8.44461 -5.93270 -0.51 0.95 0.46
C -4.64305 -8.16238 -6.90496 1.09 -2.48 -2.81
C -3.96649 -6.81272 -6.79830 -1.26 -0.14 0.28
O -4.39552 -8.94651 -7.84445 -0.68 1.62 2.28
H -5.63758 -11.47569 -4.66274 0.29 -0.23 0.13
H -4.79316 -10.04635 -4.03738 -0.28 0.10 0.07
H -4.20328 -10.80383 -5.49011 -0.17 -0.05 -0.19
H -6.11495 -10.26115 -6.74176 -0.49 0.30 -0.14
H -7.07307 -9.71064 -5.30367 0.16 0.54 -0.19
H -4.41245 -6.34473 -5.92068 0.56 0.35 0.03
H -4.26325 -6.24554 -7.68054 0.02 0.02 -0.02
H -2.87766 -6.86314 -6.79862 -0.21 -0.25 0.25
C -1.18724 -0.65292 -1.40254 0.37 -0.12 0.37
C -0.28350 -0.23891 -0.23342 0.13 0.23 -0.95
O 0.59360 0.80570 -0.68876 -0.06 0.77 -0.81
C 1.16613 1.70404 0.07839 0.34 3.39 3.30
C 1.97591 2.73235 -0.77182 -0.31 -0.54 -1.24
O 1.03120 1.90355 1.31812 0.08 -1.59 -3.83
H -1.79715 0.18137 -1.74907 0.14 0.12 0.07
H -1.87658 -1.39643 -1.00240 0.00 -0.16 -0.14
H -0.64929 -1.07534 -2.25123 0.05 0.02 0.10
H -0.97762 0.11828 0.52730 0.76 -0.14 0.62
H 0.49890 -0.96002 0.00315 -1.05 -0.77 0.79
H 2.44827 3.60654 -0.32372 0.00 -0.71 0.81
H 1.39618 3.18748 -1.57485 -1.08 -0.05 0.32
H 2.65196 2.24310 -1.47302 0.63 -0.45 0.61
C 1.96640 13.11538 1.41907 0.09 0.30 -2.33
C 2.19326 12.78560 2.81263 1.66 -0.13 1.62
O 2.50455 11.40289 3.05646 -0.20 -0.88 0.79
C 3.09656 11.04465 4.23575 1.52 -0.82 1.11
C 3.20798 9.51481 4.47364 -1.04 0.62 -0.69
O 3.60460 11.74719 5.09485 -1.22 0.40 -1.72
H 2.03433 12.21759 0.80469 -0.94 0.06 -0.26
H 2.72531 13.76783 0.98724 0.21 0.05 0.21
H 1.05580 13.71398 1.44363 -0.28 -0.52 -1.13
H 3.13770 13.27733 3.04570 -0.68 0.69 1.29
H 1.24188 13.05762 3.26980 0.75 -0.07 1.30
H 2.31809 9.03678 4.06412 0.01 -0.17 0.07
H 3.25871 9.35852 5.55119 0.02 0.08 -0.18
H 4.06813 9.04098 4.00065 0.10 0.39 -0.08
C -3.75127 -9.50520 4.52536 -1.08 0.59 0.18
N -3.02367 -8.22732 4.55623 0.60 -2.38 -5.02
C -2.44557 -7.77162 3.26236 -0.33 -0.44 -0.22
C -2.93503 -7.52278 5.61837 0.66 3.90 2.81
O -2.44703 -6.36739 5.70438 -0.93 -2.54 0.07
H -3.28348 -10.46985 4.32856 1.15 0.43 0.24
H -4.51831 -9.48705 3.75115 -0.18 0.44 -0.06
H -4.27767 -9.56428 5.47799 0.00 -0.27 -0.05
H -3.18872 -7.52396 2.50441 -0.65 -0.07 0.33
H -1.82960 -6.87297 3.29568 0.13 -0.38 0.77
H -1.92203 -8.61868 2.81909 0.40 0.10 0.18
H -3.42311 -8.09772 6.42051 0.23 0.63 0.77
C 3.94787 -10.33946 -3.63270 0.69 1.71 0.22
N 3.47972 -8.91626 -3.81353 1.54 -1.98 -0.06
C 4.34746 -7.88271 -4.42820 -0.13 -0.14 0.79
C 2.19191 -8.78089 -3.53974 -0.39 -0.05 -0.28
O 1.53929 -7.86278 -3.92541 -1.69 1.84 -0.19
H 4.12989 -10.79735 -4.60497 0.23 -0.08 0.16
H 3.22824 -10.93300 -3.06885 -0.24 0.28 -0.30
H 4.82141 -10.29589 -2.98222 0.41 -0.32 -0.42
H 5.24372 -7.86631 -3.80808 0.38 -0.19 -0.44
H 4.56412 -7.97840 -5.49215 0.07 -0.72 0.06
H 3.98605 -6.85639 -4.36381 -0.83 -0.35 0.43
H 1.77006 -9.61532 -2.95838 -0.05 0.01 0.04
C -2.01954 1.92321 8.74954 0.98 1.75 -0.54
N -3.02984 2.02926 9.79561 -0.56 0.78 -0.83
C -3.16481 3.30487 10.58578 2.14 -1.40 0.43
C -3.78644 0.93772 9.94694 -2.59 -1.29 3.08
O -4.60315 0.66069 10.88936 2.48 1.33 -3.06
H -1.03096 2.27521 9.04431 0.14 -0.25 0.94
H -2.16731 2.64638 7.94749 -0.74 -0.11 -0.35
H -1.82975 0.94884 8.29935 -0.67 -0.09 0.43
H -2.36538 3.11532 11.30208 -0.30 0.48 0.90
H -2.76143 4.18933 10.09271 -0.53 -0.25 -0.82
H -4.09626 3.52265 11.10834 -0.07 -0.65 -0.51
H -3.57520 0.24249 9.11974 -0.27 -0.32 0.33
C 10.70928 13.02289 1.00394 0.14 -0.44 0.04
N 9.51050 12.21043 0.89177 1.16 -1.34 0.77
C 8.38183 12.76859 0.27718 -0.98 1.51 -0.39
C 9.53587 10.92670 1.28879 -0.54 -1.95 -1.19
O 8.69132 10.05237 1.03024 1.12 1.74 0.78
H 10.57524 13.89929 1.63802 -0.24 0.22 -0.28
H 11.07073 13.26360 0.00418 -0.08 0.45 0.01
H 11.51429 12.45200 1.46669 -0.17 -0.20 0.04
H 7.46616 12.17746 0.29191 0.41 -0.27 0.48
H 8.26946 13.68575 0.85535 -0.86 0.43 -0.44
H 8.54844 13.02379 -0.76936 0.21 0.10 -0.14
H 10.50669 10.69518 1.75370 -0.18 -0.24 0.32
C -11.80242 -2.76635 0.71450 0.31 -0.74 -0.55
N -10.73581 -1.92414 1.23140 -1.74 0.20 1.22
C -9.53278 -1.70383 0.50183 0.68 -0.18 -0.80
C -11.08855 -1.16655 2.29436 1.62 2.35 0.07
O -10.33434 -0.34516 2.83072 -1.13 -1.26 -0.40
H -12.61252 -2.25771 0.19188 0.22 0.44 -0.23
H -12.30225 -3.34496 1.49133 0.32 0.04 0.23
H -11.35000 -3.48306 0.02911 -0.14 -0.04 -0.05
H -8.87169 -0.92771 0.88746 -0.43 -0.19 0.67
H -8.98703 -2.64633 0.45779 0.25 0.07 -0.26
H -9.76921 -1.35267 -0.50261 -0.07 -0.27 -0.29
H -12.16583 -1.19942 2.51929 0.11 -0.42 0.38